{
  "formula": "C2H6INOS",
  "method": "ωB97M-V/def2-TZVPD",
  "de_lowest_kcal_mol": 53.0,
  "e_homo_ev": [-10.48, -8.30],
  "multiplicity": 1,
  "lumo_ev": [-1.48, -3.50],
  "elements": ["C", "C", "N", "O", "S", "I", "H", "H", "H", "H", "H", "H"],
  "xyz": [[-1.034, 0.410, 0.465], [-0.061, -0.539, -0.017], [2.590, -0.651, -0.536], [1.863, 1.622, 0.255], [1.825, 0.191, 0.409], [-4.474, -0.970, 0.042], [-0.706, 1.441, 0.120], [-1.935, 0.262, -0.233], [-1.555, 0.265, 1.438], [0.134, -0.439, -1.042], [0.266, -1.445, 0.355], [3.087, -0.147, -1.256]],
  "nbo_charge": [-0.6792, -0.4173, -1.0456, -0.9360, 1.5479, -0.0243, 0.2662, 0.2225, 0.2433, 0.2128, 0.2269, 0.3826]
}



{
  "formula": "C3H4N2O3",
  "method": "ωB97M-V/def2-TZVPD",
  "de_lowest_kcal_mol": 68.6,
  "e_homo_ev": -9.08,
  "multiplicity": 1,
  "lumo_ev": 0.54,
  "elements": ["N", "N", "C", "C", "O", "C", "O", "O", "H", "H", "H", "H"],
  "xyz": [[2.209, -0.039, 0.265], [1.085, 0.082, -0.492], [0.138, -0.958, -0.291], [-1.114, -0.471, -0.095], [-2.281, -1.161, 0.033], [-0.994, 1.007, -0.078], [-1.804, 1.886, -0.019], [0.357, 1.304, -0.244], [1.982, 0.178, 1.233], [2.868, 0.616, -0.089], [0.511, -1.943, -0.465], [-2.956, -0.500, 0.243]],
  "nbo_charge": [-0.6186, 0.0177, -0.0724, 0.1267, -0.6438, 0.6882, -0.5690, -0.3723, 0.3424, 0.3675, 0.2355, 0.4981]
}



{
  "formula": "C7H6NO2",
  "method": "ωB97M-V/def2-TZVPD",
  "de_lowest_kcal_mol": 103.0,
  "e_homo_ev": [-13.08, -14.74],
  "total_charge": 1,
  "multiplicity": 1,
  "lumo_ev": [-8.17, -7.27],
  "elements": ["C", "C", "C", "C", "C", "C", "C", "N", "O", "O", "H", "H", "H", "H", "H", "H"],
  "xyz": [[-1.387, -1.366, -0.260], [-2.225, -0.205, -0.429], [-0.039, -1.220, 0.127], [-1.670, 1.030, -0.534], [0.433, 0.040, 0.457], [-0.373, 1.284, 0.008], [1.820, 0.418, 0.808], [2.831, -0.175, 0.001], [2.679, -1.075, -0.711], [0.189, 2.362, 0.024], [-1.589, -2.421, -0.425], [-3.285, -0.224, -0.812], [0.707, -2.142, 0.239], [-2.227, 1.867, -1.101], [2.055, 1.467, 0.791], [2.082, 0.360, 1.815]],
  "nbo_charge": [0.0211, -0.2225, -0.2650, -0.1396, 0.0535, 0.4316, -0.4296, 0.3287, -0.1045, -0.3908, 0.2622, 0.2713, 0.2720, 0.2764, 0.3216, 0.3135]
}



{
  "formula": "C24H36NbO8",
  "method": "ωB97M-V/def2-TZVPD",
  "e_homo_ev": -4.59,
  "total_charge": -1,
  "multiplicity": 1,
  "lumo_ev": -0.19,
  "elements": ["C", "C", "C", "C", "C", "Nb", "C", "C", "C", "C", "O", "O", "O", "C", "C", "C", "O", "H", "H", "H", "H", "H", "H", "H", "H", "H", "H", "H", "H", "H", "H", "H", "H", "H", "H", "H", "H", "H", "H", "H", "H", "H", "H", "H", "H", "C", "C", "C", "O", "C", "C", "C", "O", "H", "H", "H", "H", "C", "C", "C", "O", "C", "C", "C", "O", "H", "H", "H", "H"],
  "xyz": [[2.483, 2.389, 1.382], [2.071, 3.314, 0.063], [0.799, 2.642, -0.789], [-0.571, 3.263, -0.171], [-1.052, 4.458, -1.240], [-2.205, 1.821, 0.423], [-2.955, 1.538, -1.752], [-3.923, 0.454, 1.097], [-3.668, 3.593, 0.771], [-3.553, 4.201, 2.294], [-2.402, 4.440, 2.929], [-4.815, 4.561, 3.010], [-1.015, 0.096, 0.255], [-0.078, -0.071, 1.377], [-0.525, -1.249, 2.453], [-1.077, -2.624, 1.749], [-1.501, -0.781, 3.461], [2.571, 1.273, 1.007], [3.503, 2.712, 1.876], [1.662, 2.517, 2.234], [3.022, 3.389, -0.655], [1.827, 4.437, 0.362], [0.944, 1.490, -0.706], [1.008, 2.945, -1.920], [-0.263, 3.867, 0.812], [-0.115, 4.824, -1.883], [-1.401, 5.415, -0.639], [-1.841, 4.080, -2.018], [-1.696, 2.026, 2.183], [-2.084, 1.372, -2.517], [-3.765, 0.668, -1.793], [-3.551, 2.525, -2.061], [-4.154, -0.293, 0.223], [-3.650, -0.153, 2.072], [-4.928, 1.069, 1.281], [-4.774, 3.166, 0.656], [-3.563, 4.432, -0.037], [-4.496, 4.995, 3.877], [0.171, 0.926, 1.945], [0.952, -0.444, 0.909], [0.457, -1.540, 3.063], [-0.174, -3.208, 1.273], [-1.495, -3.310, 2.631], [-1.909, -2.310, 0.981], [-1.597, 0.222, 3.443], [4.502, 2.174, -4.380], [4.927, 1.232, -5.227], [4.629, -0.196, -4.999], [5.019, -1.058, -5.774], [3.842, -0.542, -3.799], [3.417, 0.399, -2.951], [3.715, 1.827, -3.179], [3.325, 2.690, -2.405], [4.713, 3.225, -4.532], [5.505, 1.470, -6.113], [3.631, -1.594, -3.647], [2.839, 0.161, -2.066], [0.157, -8.420, 0.261], [0.805, -7.296, -0.057], [0.967, -6.202, 0.922], [1.559, -5.172, 0.631], [0.387, -6.401, 2.265], [-0.261, -7.525, 2.583], [-0.423, -8.619, 1.605], [-1.015, -9.649, 1.895], [0.028, -9.232, -0.445], [1.236, -7.135, -1.037], [0.516, -5.589, 2.971], [-0.692, -7.686, 3.564]],
  "nbo_charge": [-0.6418, -0.4158, -0.4164, -0.7380, -0.6266, 2.1138, -1.2175, -1.1663, -0.9845, 0.8075, -0.6452, -0.7416, -0.7997, -0.1049, 0.1025, -0.6620, -0.7700, 0.1996, 0.1995, 0.2157, 0.2237, 0.1941, 0.2031, 0.2061, 0.2508, 0.1853, 0.2073, 0.2095, -0.3893, 0.2276, 0.2301, 0.2131, 0.2168, 0.2399, 0.2039, 0.2429, 0.2551, 0.4841, 0.2102, 0.1626, 0.1468, 0.2123, 0.2057, 0.2457, 0.5024, -0.2208, -0.2356, 0.4714, -0.5032, -0.2278, -0.2223, 0.4813, -0.4809, 0.2307, 0.2279, 0.2332, 0.2472, -0.2321, -0.2201, 0.4652, -0.4775, -0.2082, -0.2382, 0.4723, -0.4977, 0.2301, 0.2328, 0.2404, 0.2336]
}



{
  "formula": "C33H60NbO20",
  "method": "ωB97M-V/def2-TZVPD",
  "e_homo_ev": -4.68,
  "total_charge": -1,
  "multiplicity": 1,
  "lumo_ev": 1.14,
  "elements": ["C", "C", "O", "C", "Nb", "O", "C", "C", "C", "C", "C", "C", "H", "H", "H", "H", "H", "H", "H", "H", "H", "H", "H", "H", "H", "H", "H", "H", "H", "H", "H", "H", "H", "H", "H", "H", "C", "C", "C", "O", "C", "O", "O", "H", "H", "H", "H", "H", "H", "C", "C", "C", "O", "C", "O", "O", "H", "H", "H", "H", "H", "H", "C", "C", "C", "O", "C", "O", "O", "H", "H", "H", "H", "H", "H", "C", "C", "C", "O", "C", "O", "O", "H", "H", "H", "H", "H", "H", "C", "C", "C", "O", "C", "O", "O", "H", "H", "H", "H", "H", "H", "C", "C", "C", "O", "C", "O", "O", "H", "H", "H", "H", "H", "H"],
  "xyz": [[-2.887, -0.125, -2.433], [-3.981, -0.442, -1.249], [-3.597, 0.129, 0.083], [-3.697, 1.616, -0.005], [-3.886, 2.591, 2.071], [-1.966, 1.907, 2.568], [-1.486, 2.373, 3.871], [-0.230, 3.436, 3.814], [0.586, 3.451, 2.386], [-0.626, 4.978, 4.233], [-1.859, 5.631, 3.373], [-0.911, 5.192, 5.838], [-3.445, -0.273, -3.479], [-2.483, 0.977, -2.444], [-2.029, -0.926, -2.414], [-5.019, -0.040, -1.630], [-4.082, -1.625, -1.202], [-2.703, 2.000, -0.499], [-4.646, 1.905, -0.667], [-4.699, 1.083, 2.723], [-4.176, 3.402, 3.657], [-3.103, 4.075, 1.333], [-5.492, 3.288, 1.504], [-2.294, 2.828, 4.581], [-1.066, 1.408, 4.435], [0.558, 3.073, 4.633], [0.383, 4.474, 1.846], [0.427, 2.503, 1.717], [1.747, 3.460, 2.661], [0.338, 5.637, 3.983], [-1.730, 5.522, 2.212], [-2.891, 5.218, 3.781], [-1.884, 6.804, 3.584], [-1.930, 4.683, 6.113], [-0.006, 4.755, 6.439], [-1.025, 6.358, 6.018], [-2.405, 9.712, -1.581], [-2.582, 8.622, -0.542], [-2.049, 7.291, -0.980], [-2.872, 6.378, -0.278], [-4.058, 7.015, -0.057], [-5.075, 6.466, 0.333], [-3.960, 8.351, -0.333], [-2.687, 10.682, -1.160], [-1.368, 9.773, -1.925], [-3.059, 9.546, -2.445], [-2.145, 8.933, 0.414], [-0.999, 7.156, -0.703], [-2.160, 7.107, -2.054], [-4.017, -0.635, 8.779], [-4.087, 0.695, 8.055], [-3.005, 0.873, 7.033], [-2.823, 2.277, 7.010], [-3.193, 2.735, 8.241], [-2.971, 3.861, 8.654], [-3.843, 1.766, 8.954], [-4.902, -0.766, 9.412], [-3.970, -1.472, 8.076], [-3.149, -0.678, 9.446], [-5.081, 0.837, 7.615], [-3.306, 0.508, 6.046], [-2.057, 0.401, 7.312], [-0.401, -3.690, -0.788], [0.424, -4.286, -1.910], [1.050, -3.254, -2.800], [1.140, -3.927, -4.043], [0.145, -4.860, -4.052], [-0.213, -5.480, -5.040], [-0.403, -5.010, -2.808], [-0.720, -4.477, -0.096], [0.168, -2.945, -0.223], [-1.316, -3.224, -1.172], [1.176, -4.974, -1.506], [2.043, -2.956, -2.451], [0.434, -2.358, -2.932], [-0.724, -4.730, -7.924], [-1.393, -4.042, -9.096], [-2.873, -4.273, -9.156], [-3.149, -4.185, -10.541], [-2.001, -4.540, -11.189], [-1.927, -4.782, -12.382], [-0.943, -4.594, -10.324], [0.324, -4.419, -7.853], [-1.220, -4.487, -6.979], [-0.717, -5.818, -8.054], [-1.156, -2.971, -9.095], [-3.432, -3.513, -8.602], [-3.176, -5.265, -8.802], [5.892, -2.146, 0.792], [5.220, -3.492, 0.608], [4.282, -3.533, -0.561], [3.328, -4.501, -0.164], [3.309, -4.489, 1.200], [2.463, -5.039, 1.885], [4.364, -3.777, 1.703], [6.660, -2.212, 1.570], [6.367, -1.805, -0.133], [5.175, -1.388, 1.127], [5.972, -4.287, 0.545], [4.785, -3.843, -1.482], [3.764, -2.584, -0.740], [8.390, -6.559, -1.061], [8.321, -5.228, -1.785], [9.402, -5.051, -2.808], [9.585, -3.647, -2.830], [9.215, -3.188, -1.599], [9.436, -2.062, -1.186], [8.564, -4.157, -0.886], [7.506, -6.689, -0.428], [8.437, -7.395, -1.764], [9.259, -6.602, -0.395], [7.327, -5.086, -2.226], [9.101, -5.416, -3.794], [10.351, -5.522, -2.528]],
  "lowdin_charge": [-0.1302, -0.2806, -0.3486, -0.4445, 1.2358, -0.5175, -0.3163, -0.2907, -0.1056, -0.3826, -0.1449, -0.1071, 0.0777, 0.0679, 0.0471, 0.1090, 0.1158, 0.0441, 0.0561, -0.1643, -0.1640, -0.1117, -0.1591, 0.0528, 0.1180, 0.1280, 0.0702, 0.0784, 0.0738, 0.1288, 0.0368, 0.0449, 0.0784, 0.0711, 0.0803, 0.0850, -0.0306, -0.3569, -0.1209, 0.0309, -0.5087, 0.1225, 0.0768, 0.0821, 0.0862, 0.0913, 0.1595, 0.1412, 0.1394, -0.0273, -0.3474, -0.1172, 0.0358, -0.5024, 0.1252, 0.0801, 0.0822, 0.0904, 0.0903, 0.1644, 0.1465, 0.1423, -0.0026, -0.3470, -0.1069, 0.0667, -0.4927, 0.1163, 0.0936, 0.0926, 0.0967, 0.0854, 0.1484, 0.1250, 0.1405, -0.0302, -0.3498, -0.1173, 0.0616, -0.5092, 0.1249, 0.0832, 0.0898, 0.0767, 0.0983, 0.1601, 0.1438, 0.1432, -0.0103, -0.3487, -0.1211, 0.0446, -0.5005, 0.1388, 0.0941, 0.0927, 0.0889, 0.0979, 0.1503, 0.1388, 0.1387, -0.0181, -0.3571, -0.1152, 0.0694, -0.5052, 0.1356, 0.0702, 0.0832, 0.0930, 0.0964, 0.1554, 0.1452, 0.1436]
}



{
  "formula": "C2O5S",
  "method": "ωB97M-V/def2-TZVPD",
  "de_lowest_kcal_mol": 103.4,
  "e_homo_ev": -11.06,
  "multiplicity": 1,
  "lumo_ev": -2.47,
  "elements": ["C", "C", "O", "O", "O", "O", "O", "S"],
  "xyz": [[1.463, 0.190, 0.099], [0.646, -0.903, -0.246], [1.670, 1.282, -0.121], [0.505, -2.051, -0.178], [-0.945, 1.423, -0.734], [-2.167, -0.526, -0.182], [-0.204, 0.355, 1.315], [-0.967, 0.231, 0.048]],
  "nbo_charge": [0.6644, 0.2311, -0.2746, -0.3573, -0.9006, -0.8339, -0.8436, 2.3145]
}



{
  "formula": "C5H8Cl2",
  "method": "ωB97M-V/def2-TZVPD",
  "de_lowest_kcal_mol": 110.0,
  "e_homo_ev": -8.49,
  "multiplicity": 1,
  "lumo_ev": -0.40,
  "elements": ["C", "C", "C", "C", "C", "Cl", "Cl", "H", "H", "H", "H", "H", "H", "H", "H"],
  "xyz": [[-1.145, -0.213, 1.323], [-0.661, -1.359, 0.734], [-2.285, 0.654, 0.852], [2.152, 0.221, -1.656], [2.093, -0.033, -0.220], [-1.095, -1.946, -0.868], [2.884, 1.147, 0.678], [-0.580, 0.027, 2.211], [-3.055, 0.480, 1.513], [-2.020, 1.812, 0.925], [-2.717, 0.400, -0.105], [2.819, 0.917, -2.098], [2.305, -0.707, -2.331], [1.212, 0.645, -2.107], [0.093, -2.046, 1.149]],
  "nbo_charge": [-0.2170, -0.1931, -0.6454, -0.8309, 0.0280, -0.0539, 0.0382, 0.2181, 0.2220, 0.2147, 0.2293, 0.2113, 0.2593, 0.2922, 0.2273]
}



{
  "formula": "C26H38N2O18",
  "method": "ωB97M-V/def2-TZVPD",
  "de_lowest_kcal_mol": 2.9,
  "e_homo_ev": -10.66,
  "multiplicity": 1,
  "lumo_ev": 0.56,
  "elements": ["O", "C", "O", "C", "C", "O", "H", "H", "H", "H", "O", "C", "O", "C", "C", "O", "H", "H", "H", "H", "O", "C", "O", "C", "C", "O", "H", "H", "H", "H", "O", "C", "O", "C", "C", "O", "H", "H", "H", "H", "O", "C", "O", "C", "C", "O", "H", "H", "H", "H", "O", "C", "O", "C", "C", "O", "H", "H", "H", "H", "C", "C", "C", "C", "N", "H", "H", "H", "H", "H", "H", "H", "C", "C", "C", "C", "N", "H", "H", "H", "H", "H", "H", "H"],
  "xyz": [[3.245, 0.042, 2.807], [2.325, -0.674, 3.025], [1.738, -1.535, 2.158], [0.696, -2.258, 2.860], [0.514, -1.499, 4.137], [1.827, -0.829, 4.234], [-0.212, -2.282, 2.222], [1.132, -3.256, 2.966], [0.384, -2.193, 5.051], [-0.267, -0.649, 3.998], [0.026, -0.074, -1.674], [0.773, -0.864, -2.188], [0.729, -1.214, -3.459], [1.753, -2.185, -3.684], [2.224, -2.568, -2.283], [1.686, -1.528, -1.513], [1.365, -3.044, -4.203], [2.563, -1.659, -4.276], [3.266, -2.488, -2.164], [1.786, -3.528, -2.050], [-2.774, -3.441, 3.954], [-3.881, -3.357, 3.542], [-4.658, -2.263, 3.496], [-5.949, -2.542, 2.877], [-5.711, -3.918, 2.370], [-4.584, -4.392, 3.113], [-6.704, -2.555, 3.721], [-6.109, -1.723, 2.131], [-5.558, -4.141, 1.273], [-6.521, -4.533, 2.785], [4.140, -0.181, -3.428], [4.074, -0.073, -2.215], [3.599, 0.943, -1.547], [3.627, 0.753, -0.116], [4.731, -0.287, -0.004], [4.628, -0.917, -1.328], [3.927, 1.684, 0.348], [2.645, 0.501, 0.232], [4.486, -1.031, 0.754], [5.762, 0.111, 0.114], [0.353, 1.544, 2.549], [1.012, 2.115, 3.379], [1.781, 3.114, 3.079], [2.370, 3.695, 4.219], [1.905, 2.724, 5.336], [0.893, 1.973, 4.699], [3.446, 3.749, 4.183], [1.960, 4.695, 4.397], [1.473, 3.247, 6.218], [2.700, 2.102, 5.741], [2.986, 5.236, -0.194], [2.384, 4.480, -0.943], [1.498, 3.572, -0.593], [1.112, 2.905, -1.752], [1.997, 3.410, -2.933], [2.624, 4.468, -2.317], [1.186, 1.873, -1.615], [0.075, 3.178, -1.920], [1.255, 3.725, -3.716], [2.722, 2.705, -3.295], [-2.530, -1.874, -4.368], [-1.730, -0.937, -5.298], [-1.485, 0.473, -4.666], [-2.710, 1.157, -4.361], [-3.640, 1.813, -4.186], [-3.596, -1.801, -4.475], [-2.292, -1.707, -3.329], [-2.322, -2.947, -4.556], [-2.095, -0.943, -6.358], [-0.741, -1.322, -5.477], [-0.828, 1.013, -5.372], [-0.972, 0.378, -3.653], [-2.659, 1.488, -0.895], [-2.435, 1.379, 0.632], [-1.733, 0.059, 1.166], [-2.403, -1.152, 0.620], [-2.716, -2.217, 0.255], [-1.855, 0.878, -1.369], [-2.544, 2.530, -1.228], [-3.624, 1.062, -1.200], [-3.390, 1.445, 1.227], [-1.806, 2.231, 1.057], [-1.714, 0.073, 2.314], [-0.636, 0.059, 0.963]],
  "lowdin_charge": [0.1545, -0.6283, 0.0458, -0.1109, -0.0686, 0.0488, 0.1262, 0.1367, 0.1655, 0.1451, 0.1107, -0.5829, 0.0632, -0.0794, -0.0896, 0.0847, 0.1267, 0.1399, 0.1054, 0.1387, 0.1486, -0.6276, 0.0340, -0.0968, -0.1360, 0.0639, 0.1468, 0.1463, 0.1541, 0.1288, 0.1285, -0.6053, 0.0590, -0.0787, -0.0466, 0.0294, 0.1384, 0.1159, 0.1227, 0.1474, 0.1360, -0.6064, 0.1025, -0.0816, -0.1028, 0.0739, 0.1290, 0.1351, 0.1386, 0.1275, 0.1195, -0.5191, 0.0950, -0.1193, -0.1275, 0.0494, 0.0742, 0.1310, 0.1432, 0.1126, -0.0940, -0.2365, -0.1845, -0.2560, 0.1539, 0.0626, 0.0607, 0.0779, 0.1215, 0.0714, 0.1293, 0.1024, -0.1177, -0.2366, -0.2019, -0.2205, 0.1396, 0.0407, 0.0694, 0.0705, 0.1083, 0.1108, 0.1189, 0.0941]
}